# C2H7IN3

The ion C2H7IN3 with charge +1 (the ωB97M-V functional and the def2-TZVPD basis, the Open Molecules 2025 dataset).

Geometry (Å):
C (0.09680, 1.22825, -0.21973)
C (-0.02173, -1.03137, -0.09232)
N (0.72595, -0.04163, 0.01250)
N (0.50585, -2.30309, -0.10719)
N (-1.33256, 1.09230, 0.20886)
I (3.12770, 0.14158, 0.07128)
H (0.55721, 2.11223, 0.20033)
H (0.06769, 1.42465, -1.29939)
H (-1.38895, -0.00972, 0.26117)
H (1.35680, -2.31364, 0.42156)
H (-0.03035, -3.08621, -0.03650)
H (-1.63371, 1.61554, 1.07824)
H (-2.03070, 1.17110, -0.49883)

Net charge = +1
E_LUMO (spin up / spin down) = -5.89 / -5.89 eV
Orbital gap (spin up / spin down) = 7.508 / 7.505 eV
HOMO level (spin up / spin down) = -13.40 / -13.40 eV
Energy above the lowest of the compared OMol25 structures with the same formula, charge and spin = 2.224 eV

# C28H18CdN10OS2

A structure of composition C28H18CdN10OS2 (the ωB97M-V functional and the def2-TZVPD basis, the Open Molecules 2025 dataset).

Geometry (Å):
Cd (-0.76966, 3.07321, 4.23354)
C (-2.81670, -0.56081, -2.81977)
N (-2.75893, -0.01851, -1.52725)
C (-3.46283, -0.49131, -0.43259)
N (-1.64369, 0.57697, 0.90516)
C (-1.36418, 1.21662, -0.22832)
N (-1.92727, 1.03161, -1.39833)
C (-1.70264, -1.59451, -3.02990)
C (-2.11645, -2.82292, -3.55621)
C (-1.26906, -3.92635, -3.48908)
C (0.03382, -3.85003, -3.04761)
C (0.48588, -2.56842, -2.64462)
C (-0.35623, -1.47117, -2.69092)
C (1.80307, -2.44190, -2.13646)
N (2.71683, -3.33833, -1.93512)
N (3.78110, -2.71288, -1.27674)
C (3.52134, -1.44498, -1.23533)
O (2.23530, -1.16996, -1.67794)
C (4.39006, -0.40967, -0.65190)
C (5.76162, -0.63117, -0.48138)
C (6.62398, 0.36281, 0.01794)
C (6.13000, 1.58398, 0.46468)
C (4.75026, 1.77589, 0.44913)
C (4.06967, 3.06232, 0.87909)
N (3.04228, 2.88369, 1.99301)
C (1.75626, 3.25197, 2.10925)
N (1.38310, 3.04241, 3.37465)
C (2.42681, 2.43144, 3.96167)
N (3.47277, 2.32505, 3.16793)
C (3.94628, 0.78476, -0.15147)
H (-2.65946, 0.34842, -3.43348)
H (-3.84060, -0.97397, -3.01457)
H (-3.88069, -1.50235, -0.53317)
H (-0.54154, 1.99372, -0.23252)
H (-3.06894, -2.90344, -4.06600)
H (-1.69478, -4.85785, -3.81553)
H (0.69769, -4.70740, -2.94478)
H (0.00956, -0.47521, -2.27326)
H (6.16873, -1.56443, -0.81609)
H (7.71951, 0.34467, -0.07316)
H (6.84990, 2.38241, 0.69677)
H (3.53880, 3.53728, 0.04055)
H (4.95849, 3.62917, 1.28404)
H (1.27572, 3.97845, 1.37321)
H (2.50227, 2.01988, 4.95567)
H (2.88057, 1.10855, -0.33655)
S (-1.44878, -1.45703, 2.65714)
C (-3.00565, -1.03768, 2.03918)
C (-4.20857, -1.16505, 2.71576)
C (-5.40479, -0.44978, 2.29287)
C (-6.51147, -0.16696, 3.14079)
N (-7.43289, 0.01855, 3.84351)
C (-5.33467, 0.27580, 1.11984)
C (-4.16568, 0.48409, 0.36853)
C (-2.90361, -0.07962, 0.96658)
S (-0.63905, 0.48187, 2.26647)
C (-6.38860, 1.15838, 0.69661)
N (-7.29210, 1.77207, 0.37323)
H (-4.31181, -1.67659, 3.65057)
H (-4.01034, 1.53427, -0.08732)

E_LUMO = -1.64 eV
Orbital gap = 4.812 eV
HOMO level = -6.45 eV

# C56H44O2P2PtS

A structure of composition C56H44O2P2PtS (the ωB97M-V functional and the def2-TZVPD basis, the Open Molecules 2025 dataset).

Geometry (Å):
Pt (-0.12814, 0.24512, -0.26323)
O (-1.41261, 0.63267, 2.13036)
S (-0.48044, -0.60384, 1.77476)
C (-1.32736, -2.02223, 2.13093)
C (-1.11190, -2.65331, 3.37253)
C (-1.80485, -3.78259, 3.76419)
C (-2.77926, -4.27298, 2.90718)
C (-3.68433, -5.45230, 3.04231)
C (-4.63008, -5.37741, 1.82299)
C (-4.14230, -4.19999, 1.03529)
C (-4.58828, -3.64485, -0.14271)
C (-3.93959, -2.50339, -0.60748)
C (-2.86795, -1.88285, 0.04842)
P (-2.21054, -0.51050, -0.91525)
C (-3.52576, 0.66939, -1.14895)
C (-3.60692, 1.52929, -2.25437)
C (-4.64727, 2.43350, -2.34778)
C (-5.60582, 2.50190, -1.33968)
C (-5.52000, 1.66784, -0.23246)
C (-4.48540, 0.75242, -0.13305)
C (-1.54088, -1.22952, -2.42753)
C (-0.50705, -2.16939, -2.28302)
C (-0.00223, -2.82806, -3.39024)
C (-0.54907, -2.58965, -4.64607)
C (-1.60812, -1.69911, -4.79174)
C (-2.10405, -1.01780, -3.69288)
C (-2.37771, -2.45337, 1.24524)
C (-3.05669, -3.59738, 1.69923)
C (0.89030, -0.33412, 2.79859)
C (1.72702, -1.34874, 3.23999)
C (2.79443, -1.09646, 4.10288)
C (3.01114, 0.20086, 4.52073)
C (4.01326, 0.78320, 5.47190)
C (3.75952, 2.31113, 5.44218)
C (2.62015, 2.50080, 4.48220)
C (1.97493, 3.62585, 4.03113)
C (0.94995, 3.46727, 3.08636)
C (0.52946, 2.23080, 2.61969)
P (-0.74242, 2.10547, 1.36898)
C (0.09917, 2.61726, -0.19488)
C (1.41831, 3.11085, -0.18636)
C (1.97929, 3.56865, -1.35884)
C (1.29120, 3.46299, -2.57540)
C (0.02574, 2.91656, -2.61199)
C (-0.58783, 2.50141, -1.42578)
C (-2.22636, 3.04786, 1.46398)
C (-3.19223, 2.78204, 2.44970)
C (-4.26653, 3.63387, 2.60586)
C (-4.39513, 4.75954, 1.79528)
C (-3.43776, 5.04124, 0.82736)
C (-2.35274, 4.19764, 0.66626)
C (1.15007, 1.04233, 3.10788)
C (2.20938, 1.23745, 4.00065)
H (-0.37901, -2.23936, 4.05302)
H (-1.59427, -4.24303, 4.71978)
H (-4.21108, -5.43401, 3.99793)
H (-3.08453, -6.36656, 3.04366)
H (-5.66766, -5.22290, 2.12430)
H (-4.60942, -6.28661, 1.22137)
H (-5.41895, -4.05809, -0.69957)
H (-4.30100, -2.07066, -1.53557)
H (-2.86559, 1.49637, -3.04323)
H (-4.72457, 3.07865, -3.21315)
H (-6.42716, 3.20178, -1.42764)
H (-6.27157, 1.71518, 0.54476)
H (-4.44361, 0.08715, 0.72120)
H (-0.12515, -2.43377, -1.30037)
H (0.79360, -3.55197, -3.27260)
H (-0.17162, -3.12326, -5.50922)
H (-2.06122, -1.55185, -5.76347)
H (-2.95300, -0.36188, -3.82190)
H (1.54501, -2.36883, 2.91933)
H (3.41223, -1.91711, 4.44275)
H (5.03084, 0.52236, 5.17670)
H (3.86818, 0.36105, 6.46852)
H (4.63901, 2.86435, 5.10994)
H (3.49942, 2.70361, 6.42611)
H (2.23812, 4.61789, 4.37419)
H (0.46161, 4.36257, 2.71285)
H (1.96620, 3.17359, 0.74387)
H (2.96377, 4.02023, -1.34123)
H (1.75503, 3.82381, -3.48510)
H (-0.52002, 2.85650, -3.54556)
H (-1.64969, 2.29378, -1.42045)
H (-3.10176, 1.92895, 3.10355)
H (-5.00184, 3.43335, 3.37424)
H (-5.23706, 5.42674, 1.93243)
H (-3.52636, 5.92657, 0.21243)
H (-1.60347, 4.45625, -0.07199)
C (4.32206, 0.39464, 0.31076)
C (3.08876, 0.36788, -0.53350)
O (2.01011, 0.15752, 0.06069)
C (3.15963, 0.56778, -1.97368)
C (4.30509, 1.11662, -2.57031)
C (4.34273, 1.33023, -3.93658)
C (3.25355, 0.97401, -4.72549)
C (2.12405, 0.40168, -4.14831)
C (2.07650, 0.20281, -2.78246)
H (4.06451, 0.18869, 1.34769)
H (4.80534, 1.37153, 0.24440)
H (5.04719, -0.33772, -0.04890)
H (5.16658, 1.38756, -1.97590)
H (5.22615, 1.75756, -4.39168)
H (3.29604, 1.12271, -5.79749)
H (1.29511, 0.09114, -4.77196)
H (1.21799, -0.29635, -2.35450)

Net charge = +4
E_LUMO = -12.20 eV
Orbital gap = 5.888 eV
HOMO level = -18.09 eV
Energy above the lowest of the compared OMol25 structures with the same formula, charge and spin = 2.429 eV

# C3HBr2NO

A structure of composition C3HBr2NO (the ωB97M-V functional and the def2-TZVPD basis, the Open Molecules 2025 dataset).

Geometry (Å):
C (1.52475, -0.28990, 0.50616)
C (-1.01361, 0.61669, 0.33685)
C (-0.07107, -0.22550, -0.45893)
N (2.52638, -0.33391, 1.03479)
O (-1.42446, 1.66972, -0.03767)
Br (-0.61078, -2.07808, -0.49944)
Br (0.37919, 0.48971, -2.17691)
H (-1.31041, 0.15127, 1.29517)

E_LUMO = -0.83 eV
Orbital gap = 10.453 eV
HOMO level = -11.28 eV
Energy above the lowest of the compared OMol25 structures with the same formula, charge and spin = 1.028 eV

# C21H49Br3O28S8

A structure of composition C21H49Br3O28S8 (the ωB97M-V functional and the def2-TZVPD basis, the Open Molecules 2025 dataset).

Geometry (Å):
O (-6.76116, -3.44841, -26.24967)
S (-7.08543, -4.78601, -25.75510)
O (-7.35149, -5.90168, -26.64136)
O (-6.13280, -5.14551, -24.45150)
C (-5.70649, -4.03433, -23.63469)
C (-5.25050, -4.36011, -22.18953)
C (-8.66681, -4.42543, -24.76523)
H (-6.49145, -3.30180, -23.44676)
H (-4.88139, -3.66329, -24.24268)
H (-6.07601, -4.66380, -21.54579)
H (-4.62525, -3.63102, -21.67416)
H (-4.78063, -5.34251, -22.23644)
H (-8.58194, -3.42883, -24.33200)
H (-8.76763, -5.31040, -24.13692)
H (-9.42695, -4.44422, -25.54621)
O (-4.48019, -1.04773, -26.56786)
S (-4.25902, -0.33060, -25.32549)
O (-2.94404, 0.25394, -25.05530)
O (-5.40660, 0.85508, -25.36433)
C (-6.79679, 0.69041, -25.59460)
C (-7.54393, 1.95021, -25.37659)
C (-4.75118, -1.44806, -23.98795)
H (-7.30783, -0.11888, -25.07308)
H (-6.97692, 0.28610, -26.59068)
H (-7.21307, 2.71283, -26.08161)
H (-7.45009, 2.24336, -24.33095)
H (-8.56677, 1.92397, -25.75235)
H (-5.10551, -0.92244, -23.10123)
H (-3.91177, -2.08251, -23.70341)
H (-5.60025, -2.03115, -24.34461)
O (-3.98602, -2.20110, -21.78109)
S (-4.91187, -1.22718, -21.17942)
O (-5.47136, -0.15933, -22.03244)
O (-6.12618, -2.10018, -20.41239)
C (-7.15541, -1.35131, -19.73021)
C (-7.94087, -2.38569, -19.06784)
C (-4.03291, -0.41892, -19.75754)
H (-7.65683, -0.85052, -20.55839)
H (-6.84138, -0.50276, -19.12239)
H (-7.30169, -2.80371, -18.29015)
H (-8.27142, -3.20158, -19.71061)
H (-8.84451, -1.91067, -18.68588)
H (-3.34697, 0.30012, -20.20539)
H (-3.52691, -1.17058, -19.15168)
H (-4.85813, 0.06335, -19.23360)
O (-2.51120, -1.77533, -23.45560)
S (-2.24665, -0.70056, -22.51938)
O (-2.04060, -0.99671, -21.11133)
O (-0.98326, 0.20106, -23.12674)
C (0.31917, -0.19654, -22.96835)
C (1.32344, 0.97504, -23.33345)
C (-3.51705, 0.70177, -22.47651)
H (0.36317, -1.07542, -23.61157)
H (0.55715, -0.55310, -21.96619)
H (2.35253, 0.61776, -23.29580)
H (1.17485, 1.85311, -22.70495)
H (1.16682, 1.17100, -24.39420)
H (-4.27901, 0.63753, -23.25330)
H (-2.88849, 1.54435, -22.76472)
H (-3.90899, 0.71331, -21.45948)
C (-11.27742, -0.83944, -18.41452)
Br (-10.69467, -1.12273, -20.29641)
Br (-11.50297, 1.04166, -17.94390)
Br (-9.87920, -1.78002, -17.46179)
H (-12.20630, -1.36765, -18.19941)
C (-2.39014, 3.29452, -17.53477)
C (-3.37723, 4.35214, -17.91849)
O (-4.10488, 3.81357, -19.01205)
S (-4.26156, 2.23293, -18.92797)
O (-3.85868, 1.61754, -20.19455)
O (-5.59872, 1.94916, -18.41507)
O (-3.03223, 2.11724, -17.83078)
H (-2.09460, 3.42302, -16.49349)
H (-1.56156, 3.44647, -18.22647)
H (-2.95197, 5.31809, -18.19087)
H (-4.10412, 4.46868, -17.11465)
C (-7.68236, -5.60077, -17.82343)
C (-8.65593, -4.69987, -18.56488)
O (-9.97969, -5.11349, -18.18955)
S (-10.02135, -6.68906, -17.68179)
O (-10.84083, -7.51483, -18.56227)
O (-10.32902, -6.81029, -16.25928)
O (-8.40471, -6.85615, -18.00742)
H (-7.67908, -5.40497, -16.75117)
H (-6.64454, -5.67373, -18.14853)
H (-8.60089, -4.82453, -19.64633)
H (-8.63041, -3.62058, -18.41463)
C (-5.28861, -3.58420, -17.06825)
C (-4.01690, -2.79748, -17.42278)
O (-4.36923, -1.48107, -17.64107)
S (-5.61257, -0.94543, -16.74907)
O (-6.18953, 0.12365, -17.50487)
O (-5.05012, -0.64441, -15.42406)
O (-6.20383, -2.50878, -16.92416)
H (-5.18644, -4.31160, -16.26292)
H (-5.72238, -4.03142, -17.96265)
H (-3.73027, -3.04400, -18.44511)
H (-3.26192, -2.82820, -16.63719)
C (-10.29035, -2.57285, -23.74484)
C (-10.74661, -1.66969, -22.56527)
O (-9.65731, -1.65886, -21.66214)
S (-8.34279, -2.57897, -22.18960)
O (-7.73542, -3.42607, -21.14135)
O (-7.47909, -1.79848, -23.14124)
O (-9.41907, -3.46532, -23.11170)
H (-9.85487, -1.96143, -24.53518)
H (-10.89388, -3.31888, -24.26185)
H (-11.68516, -2.07614, -22.18839)
H (-10.84878, -0.59655, -22.72660)

E_LUMO = -0.96 eV
Orbital gap = 7.974 eV
HOMO level = -8.94 eV

# C47H59BN12S4Y

A structure of composition C47H59BN12S4Y (the ωB97M-V functional and the def2-TZVPD basis, the Open Molecules 2025 dataset).

Geometry (Å):
Y (2.32383, 1.48467, -1.19043)
C (-2.90543, 3.57542, -0.52360)
C (-2.91006, 2.09211, -0.33754)
C (-4.05750, 1.35989, -0.39817)
C (-4.03023, -0.04782, -0.25884)
N (-2.90084, -0.66345, -0.01962)
N (-1.77748, 0.06623, 0.09414)
B (-0.56120, -0.79003, 0.49681)
N (-0.91895, -2.31510, 0.61746)
N (-1.63512, -2.99450, 1.49666)
C (-1.75540, -4.28534, 1.24534)
C (-1.15573, -4.87261, 0.09799)
C (-0.40784, -4.15180, -0.79593)
C (0.26766, -4.71384, -2.00528)
C (-0.32339, -2.79786, -0.45689)
S (0.45540, -1.36251, -1.10288)
C (-2.54841, -5.14053, 2.21931)
C (-1.62246, -6.23406, 2.77207)
C (-3.09202, -4.30317, 3.37367)
C (-3.71889, -5.78260, 1.45834)
N (0.08634, -0.28675, 1.81612)
N (-0.97628, -0.23721, 2.64800)
C (-0.78912, 0.02876, 3.90820)
C (0.52289, 0.23536, 4.39931)
C (1.59783, 0.19283, 3.56667)
C (2.99057, 0.39125, 4.08005)
C (1.35118, -0.05672, 2.17871)
S (2.68463, -0.06450, 1.07723)
C (-2.00615, 0.09725, 4.80895)
C (-1.85175, -0.95857, 5.91371)
C (-3.27929, -0.17381, 4.01232)
C (-2.06865, 1.49940, 5.43228)
C (-1.69598, 1.38474, -0.09529)
S (-0.19452, 2.23196, -0.02611)
C (-5.25617, -0.94439, -0.39195)
C (-5.08511, -1.79836, -1.65500)
C (-6.53944, -0.12083, -0.49994)
C (-5.33562, -1.85409, 0.83714)
H (-3.91722, 3.94423, -0.67514)
H (-2.29117, 3.85272, -1.38192)
H (-2.47299, 4.07217, 0.34542)
H (-4.99926, 1.86247, -0.56858)
H (-1.28774, -5.93508, -0.06404)
H (-0.04743, -5.73777, -2.19080)
H (1.35074, -4.71045, -1.86822)
H (0.03559, -4.11761, -2.88903)
H (-0.77460, -5.80273, 3.30698)
H (-1.23929, -6.88894, 1.98788)
H (-2.17887, -6.85853, 3.47080)
H (-2.28835, -3.83647, 3.94390)
H (-3.65240, -4.95413, 4.04440)
H (-3.76007, -3.51652, 3.02340)
H (-3.38330, -6.43132, 0.64780)
H (-4.38539, -5.02474, 1.04216)
H (-4.29869, -6.39899, 2.14524)
H (0.67101, 0.43458, 5.45261)
H (2.97570, 0.58627, 5.14974)
H (3.48314, 1.22275, 3.57551)
H (3.60006, -0.49369, 3.89331)
H (-1.77502, -1.96241, 5.49278)
H (-2.72500, -0.93208, 6.56540)
H (-0.97533, -0.78026, 6.53839)
H (-3.25039, -1.15272, 3.53225)
H (-3.43196, 0.57789, 3.23476)
H (-4.13277, -0.14107, 4.68999)
H (-1.19116, 1.71886, 6.04250)
H (-2.94112, 1.57088, 6.08164)
H (-2.15697, 2.26977, 4.66363)
H (-5.03151, -1.17683, -2.55093)
H (-5.94024, -2.46511, -1.76781)
H (-4.18113, -2.40705, -1.59479)
H (-6.56035, 0.49858, -1.39847)
H (-6.69073, 0.51880, 0.37216)
H (-7.39294, -0.79553, -0.55816)
H (-4.42547, -2.44312, 0.94698)
H (-6.18283, -2.53303, 0.73226)
H (-5.48020, -1.27371, 1.75130)
N (4.80045, 1.97210, -0.72094)
C (5.66909, 1.50452, -1.77901)
C (6.87431, 2.08034, -2.05495)
C (7.69561, 1.57280, -3.08684)
C (7.29967, 0.47829, -3.79823)
C (6.04634, -0.12772, -3.53474)
C (5.58614, -1.26259, -4.23952)
C (4.35753, -1.78390, -3.95074)
C (3.56489, -1.14437, -2.98748)
N (3.94448, -0.08100, -2.30272)
C (5.20811, 0.40936, -2.54141)
H (4.97799, 1.42360, 0.12270)
H (5.02384, 2.93454, -0.48458)
H (7.21773, 2.92037, -1.46253)
H (8.64871, 2.04206, -3.28578)
H (7.93132, 0.05997, -4.57086)
H (6.21572, -1.70630, -5.00086)
H (3.97719, -2.65658, -4.46103)
H (2.56886, -1.51902, -2.78457)
C (2.22591, 3.72753, 1.93054)
C (2.31256, 4.39811, 0.60613)
N (2.44557, 3.83035, -0.58809)
C (2.45618, 4.86621, -1.51801)
C (2.33741, 6.04850, -0.87409)
N (2.25045, 5.73141, 0.46192)
H (2.52762, 2.68323, 1.85203)
H (1.20159, 3.75417, 2.30532)
H (2.87566, 4.22068, 2.65405)
H (2.54703, 4.68789, -2.57598)
H (2.31194, 7.06133, -1.23334)
H (2.15554, 6.39126, 1.21864)
N (-0.91661, 0.79631, -3.29152)
C (0.02982, 1.57682, -3.84668)
N (1.24640, 1.74142, -3.36710)
C (1.99364, 2.57189, -4.23307)
C (3.33310, 2.90625, -4.07296)
C (3.93171, 3.75420, -4.98919)
C (3.20827, 4.25758, -6.07096)
C (1.87856, 3.91617, -6.25204)
C (1.28839, 3.06980, -5.32266)
S (-0.33571, 2.44465, -5.29988)
H (-0.63039, 0.03196, -2.69255)
H (-1.75697, 0.63145, -3.82237)
H (3.93229, 2.50585, -3.26323)
H (4.97418, 4.01790, -4.87218)
H (3.69180, 4.91392, -6.78064)
H (1.32050, 4.29714, -7.09630)

Net charge = +3
E_LUMO = -7.16 eV
Orbital gap = 8.145 eV
HOMO level = -15.30 eV
Energy above the lowest of the compared OMol25 structures with the same formula, charge and spin = 0.000 eV

Values for max |F|, eV/Å, ordered as above
4.9; 4.5; 1.3; 6.4; 13.1; 0.4